Entry 1:
The following is a quantum chemistry calculation of a molecular structure, C10H12N2OS2 in a non-equilibrium geometry, from the OMol25 dataset.

```
27
Properties=species:S:1:pos:R:3
C -2.239 3.355 -0.184
C -2.908 1.929 -0.087
C -2.060 0.910 0.769
C -0.544 0.808 0.379
O -0.322 0.083 -0.886
C 0.615 -0.926 -0.569
C 0.021 -2.319 -0.428
C 0.896 -3.410 -0.081
C 2.343 -3.109 0.148
N 3.371 -3.967 0.515
S 4.766 -3.090 0.630
N 4.286 -1.526 0.218
C 2.936 -1.723 0.009
C 2.005 -0.590 -0.372
S 2.728 1.072 -0.502
H -2.281 3.831 0.837
H -2.805 3.961 -0.952
H -1.173 3.345 -0.536
H -3.193 1.526 -1.103
H -3.895 2.079 0.450
H -2.482 -0.139 0.752
H -2.098 1.258 1.845
H -0.026 0.256 1.220
H -0.012 1.787 0.280
H -1.075 -2.468 -0.606
H 0.502 -4.442 0.052
H 2.642 1.508 -1.802
```

Computed properties:
* E_tot: -37260.195 eV
* molecular weight: 240.4 g mol⁻¹
* strongest force on any atom: 0.0831 Eh/bohr
* 2S+1: 1
* relative energy (zero: lowest compared OMol25 entry of this formula, charge and spin): 1.416 eV
* frontier orbital gap: 7.763 eV


Entry 2:
The following is a quantum chemistry calculation of a gas-phase ion, C10H12N3S (charge +1) in a non-equilibrium geometry, from the OMol25 dataset.

```
26
Properties=species:S:1:pos:R:3
C 2.627 -1.923 -1.521
C 2.398 -0.745 -2.256
C 1.360 -0.907 0.384
C 0.927 0.076 -0.476
C 2.195 -1.950 -0.108
C 1.512 0.227 -1.726
C -0.111 2.125 -1.276
C -1.564 2.636 0.376
C -1.049 1.171 0.640
C -1.988 0.049 0.146
N 0.080 1.113 -0.189
N -1.019 3.017 -0.956
N 2.505 -3.016 0.576
S 0.864 1.721 -2.570
H 3.368 -2.631 -1.826
H 2.675 -0.654 -3.309
H 1.089 -0.821 1.359
H -2.648 2.698 0.275
H -1.131 3.181 1.277
H -0.835 1.110 1.665
H -2.165 0.272 -0.973
H -2.854 0.006 0.702
H -1.195 -0.901 0.115
H -1.174 3.942 -1.297
H 3.087 -3.714 0.153
H 2.042 -3.311 1.443
```

Computed properties:
* E_tot: -25863.044 eV
* molecular weight: 206.3 g mol⁻¹
* strongest force on any atom: 0.1059 Eh/bohr
* 2S+1: 1
* relative energy (zero: lowest compared OMol25 entry of this formula, charge and spin): 0.000 eV
* frontier orbital gap: 7.945 eV
* charge: +1


Entry 3:
The following is a quantum chemistry calculation of a molecular structure, C10H12N4O4Pd in a non-equilibrium geometry, from the OMol25 dataset.

```
31
Properties=species:S:1:pos:R:3
Pd 0.043 -0.387 -0.083
O 4.142 1.515 -0.069
C 2.983 1.048 -0.001
O 2.607 -0.138 0.045
C 1.863 2.118 0.039
C 2.175 3.409 0.455
C 1.180 4.368 0.515
C -0.101 4.012 0.112
C -0.327 2.716 -0.319
N 0.623 1.775 -0.335
H 3.201 3.623 0.719
H 1.393 5.377 0.850
H -0.917 4.724 0.130
H -1.310 2.406 -0.657
N -3.650 -0.495 0.172
N -2.732 0.608 0.047
H -3.194 -1.183 0.767
H -3.627 -0.936 -0.737
H -1.752 0.211 -0.106
H -2.693 1.035 0.964
O -1.153 -1.799 1.584
C -0.636 -2.273 0.535
C 0.662 -3.117 0.544
C 0.466 -4.013 -0.669
C -0.694 -3.329 -1.437
O -1.018 -3.692 -2.573
N -1.285 -2.385 -0.679
H 0.785 -3.636 1.496
H 1.502 -2.432 0.400
H 0.127 -5.016 -0.389
H 1.336 -4.115 -1.319
```

Computed properties:
* E_tot: -28194.987 eV
* molecular weight: 358.6 g mol⁻¹
* strongest force on any atom: 0.0213 Eh/bohr
* 2S+1: 1
* relative energy (zero: lowest compared OMol25 entry of this formula, charge and spin): 0.948 eV
* frontier orbital gap: 5.471 eV
* charge: -2


Entry 4:
The following is a quantum chemistry calculation of a gas-phase ion, C10H12NO2 (charge +1) in a non-equilibrium geometry, from the OMol25 dataset.

```
25
Properties=species:S:1:pos:R:3
C 2.843 -1.510 -0.484
C 2.917 -0.097 -0.287
C 1.637 -1.968 -0.226
C 1.917 0.779 -0.070
C 0.509 -1.173 0.117
C 0.510 0.255 -0.051
C -0.612 -1.857 0.654
C -1.844 -1.321 0.999
C -0.589 1.097 -0.082
C -2.536 -0.769 -0.048
N -0.443 2.568 0.247
O -3.812 -0.377 0.125
O -2.197 -0.958 -1.328
H 3.786 -2.085 -0.489
H 3.951 0.425 -0.197
H 1.490 -3.038 -0.030
H 2.116 1.845 -0.220
H -0.312 -2.805 0.930
H -2.340 -1.288 1.997
H -1.693 0.874 -0.390
H -1.339 3.105 0.385
H 0.161 2.875 -0.538
H 0.210 2.557 1.059
H -4.375 -0.151 -0.659
H -1.245 -1.244 -1.296
```

Computed properties:
* E_tot: -16139.201 eV
* molecular weight: 178.2 g mol⁻¹
* strongest force on any atom: 0.0787 Eh/bohr
* 2S+1: 1
* relative energy (zero: lowest compared OMol25 entry of this formula, charge and spin): 3.196 eV
* frontier orbital gap (alpha / beta): 7.344 / 7.343 eV
* charge: +1
* structure (SMILES): [NH3+]/C=c1\cccc\c1=C\C=C(O)O


Entry 5:
The following is a quantum chemistry calculation of 2 unconnected molecules or ions with the total composition C10H12NO3S, from the OMol25 dataset.

```
27
Properties=species:S:1:pos:R:3
S 2.554 0.107 -1.875
N 1.182 0.769 -2.527
C 0.165 1.061 -1.553
C -1.041 0.135 -1.585
C -0.946 -1.126 -2.174
C -2.027 -2.002 -2.171
C -3.235 -1.635 -1.588
C -3.349 -0.373 -1.010
C -2.262 0.495 -1.013
H 2.328 -1.243 -1.744
H -0.219 2.088 -1.687
H 0.551 1.009 -0.517
H -0.001 -1.387 -2.639
H -1.920 -2.977 -2.635
H -4.078 -2.318 -1.584
H -4.288 -0.065 -0.561
H -2.361 1.479 -0.559
C 2.731 0.904 3.176
C 1.306 1.373 2.937
O 0.846 0.454 1.956
C 1.598 -0.672 2.011
O 1.391 -1.658 1.399
O 2.646 -0.486 2.869
H 3.069 1.032 4.202
H 3.440 1.373 2.491
H 0.686 1.279 3.833
H 1.235 2.385 2.548
```

Computed properties:
* E_tot: -29031.878 eV
* molecular weight: 226.3 g mol⁻¹
* strongest force on any atom: 0.0088 Eh/bohr
* 2S+1: 1
* relative energy (zero: lowest compared OMol25 entry of this formula, charge and spin): 0.000 eV
* frontier orbital gap: 5.268 eV
* charge: -1


Entry 6:
The following is a quantum chemistry calculation of a single C10H12NOP molecule in a non-equilibrium geometry, from the OMol25 dataset.

```
25
Properties=species:S:1:pos:R:3
C -0.609 -3.498 1.061
C 0.528 -3.139 0.218
C -1.607 -2.573 1.287
C 0.568 -1.862 -0.280
C -1.523 -1.290 0.766
C -0.431 -0.917 -0.008
C 2.199 2.492 0.644
C -0.409 0.409 -2.029
C 1.301 1.536 0.756
C -0.392 0.396 -0.710
N -0.753 3.273 0.275
O -0.168 1.321 -3.128
P -0.535 1.649 0.869
H -0.767 -4.467 1.600
H 1.468 -3.803 0.117
H -2.511 -2.848 2.013
H 1.296 -1.582 -0.922
H -2.263 -0.545 0.813
H 3.217 2.336 0.628
H 1.917 3.512 0.703
H -0.117 2.231 -2.848
H -0.368 -0.611 -2.477
H 1.669 0.478 0.575
H -0.258 3.646 -0.559
H -1.453 3.858 0.636
```

Computed properties:
* E_tot: -23387.974 eV
* molecular weight: 193.2 g mol⁻¹
* strongest force on any atom: 0.0651 Eh/bohr
* 2S+1: 1
* relative energy (zero: lowest compared OMol25 entry of this formula, charge and spin): 3.349 eV
* frontier orbital gap: 8.904 eV
* structure (SMILES): C=CP(N)/C(=C\O)c1ccccc1


Entry 7:
The following is a quantum chemistry calculation of a single C10H12O molecule in a non-equilibrium geometry, from the OMol25 dataset.

```
23
Properties=species:S:1:pos:R:3
C -3.448 -0.487 0.066
C -1.968 -0.217 -0.047
C -1.040 -1.273 -0.064
C 0.322 -1.084 -0.010
C 1.143 -2.345 0.009
C 0.813 0.213 -0.026
C 2.284 0.462 0.044
C -0.086 1.297 -0.024
C 0.374 2.752 0.011
C -1.459 1.065 -0.050
H -3.707 -1.474 -0.345
H -3.681 -0.557 1.156
H -4.043 0.280 -0.377
H -1.466 -2.278 -0.105
H 0.453 -3.211 -0.165
H 1.642 -2.464 0.991
H 1.908 -2.327 -0.756
H 2.610 1.535 0.096
H 1.018 2.983 0.874
H -0.475 3.438 0.037
H 0.990 2.999 -0.883
H -2.149 1.933 -0.054
O 3.160 -0.394 0.010
```

Computed properties:
* E_tot: -12612.076 eV
* molecular weight: 148.2 g mol⁻¹
* strongest force on any atom: 0.0325 Eh/bohr
* 2S+1: 1
* relative energy (zero: lowest compared OMol25 entry of this formula, charge and spin): 0.000 eV
* frontier orbital gap: 9.405 eV
* structure (SMILES): Cc1cc(C)c(C=O)c(C)c1


Entry 8:
The following is a quantum chemistry calculation of a single C10H12O2 molecule in a non-equilibrium geometry, from the OMol25 dataset.

```
24
Properties=species:S:1:pos:R:3
C -0.046 0.639 -2.129
C -1.046 -0.425 -1.768
C 0.791 1.137 -1.233
C -1.175 -0.859 -0.486
C -1.014 0.019 1.890
C 0.935 0.506 0.176
C -0.390 -0.218 0.575
C -2.332 -1.644 0.097
C 1.179 1.669 1.165
C 2.130 -0.495 -0.092
O -1.696 0.620 2.638
O -0.275 -1.045 1.783
H 0.061 1.185 -3.109
H -1.773 -0.824 -2.534
H 1.444 1.905 -1.613
H -2.017 -2.452 0.594
H -2.899 -2.060 -0.685
H -2.989 -1.082 0.789
H 1.304 1.288 2.099
H 0.363 2.264 1.325
H 2.160 2.249 0.946
H 1.877 -1.433 0.463
H 3.142 -0.190 0.213
H 2.267 -0.755 -1.105
```

Computed properties:
* E_tot: -14656.520 eV
* molecular weight: 164.2 g mol⁻¹
* strongest force on any atom: 0.0852 Eh/bohr
* 2S+1: 1
* relative energy (zero: lowest compared OMol25 entry of this formula, charge and spin): 2.792 eV
* frontier orbital gap: 8.968 eV
* structure (SMILES): CC1=CC=CC(C)(C)[C@]12OC2=O


Entry 9:
The following is a quantum chemistry calculation of a single C10H12S molecule in a non-equilibrium geometry, from the OMol25 dataset.

```
23
Properties=species:S:1:pos:R:3
C -3.238 -0.177 -0.693
C -2.836 -0.389 0.640
C -2.238 0.216 -1.554
C -1.588 -0.282 1.029
C -0.954 0.517 -1.151
C -0.498 -0.074 0.119
C -0.207 1.392 -1.833
C 0.818 -0.297 0.483
C 2.026 -0.325 -0.847
C 2.895 -0.320 2.249
S 1.120 -0.854 2.049
H -4.281 -0.318 -1.006
H -3.550 -0.925 1.280
H -2.339 0.511 -2.583
H -1.298 -0.654 2.044
H 0.821 1.685 -1.558
H -0.791 1.823 -2.594
H 2.645 0.562 -0.511
H 2.584 -1.271 -0.793
H 1.414 -0.242 -1.749
H 3.434 -0.693 1.400
H 2.970 -0.619 3.285
H 3.090 0.734 2.293
```

Computed properties:
* E_tot: -21396.067 eV
* molecular weight: 164.3 g mol⁻¹
* strongest force on any atom: 0.0878 Eh/bohr
* 2S+1: 1
* relative energy (zero: lowest compared OMol25 entry of this formula, charge and spin): 2.679 eV
* frontier orbital gap: 6.824 eV
* structure (SMILES): C=c1cccc/c1=C(/C)SC